(1)
Formula: C29H85F3N9O10S
Source: OMol25
Level of theory: wB97M-V/def2-TZVPD

Calculated values
Highest occupied orbital energy in eV: -9.949
Net charge: +1

Atoms and positions in Å:
S 0.156 0.909 1.406
F 0.779 3.475 1.671
F 0.010 2.871 -0.286
F 2.073 2.462 0.298
O -0.310 -2.762 2.301
O 6.474 -1.258 -2.352
O 0.283 -1.517 -2.951
O -4.178 4.813 4.334
O 3.773 3.932 -5.770
O 1.036 0.724 2.561
O -2.752 5.359 -1.555
O -1.268 -2.976 5.885
O -1.251 1.002 1.675
O 0.480 -0.007 0.318
N -3.727 1.415 2.968
N 4.212 -2.607 0.124
N 0.586 -1.141 4.417
N 2.044 -3.555 -3.040
N 1.683 -4.841 1.560
N 1.364 -2.625 -0.382
N -2.658 5.443 -4.584
N -2.213 -0.462 4.604
N 2.715 1.089 -5.718
C -3.555 3.582 4.047
C -0.193 -0.193 -2.921
C -5.817 2.591 3.389
C -3.453 4.500 -2.432
C 4.286 2.807 -5.034
C -0.212 -4.050 2.864
C -4.425 -0.829 5.779
C 4.197 -0.230 -0.181
C 1.174 -3.394 -4.207
C 7.772 -0.847 -2.713
C -1.180 -4.218 6.568
C 3.376 1.125 -3.354
C -2.962 -1.196 5.649
C 0.836 2.554 0.719
C -4.324 2.748 3.034
C 0.245 -5.099 1.856
C 0.178 -6.518 2.462
C -0.035 -4.348 -4.053
C 4.713 -1.555 -0.774
C 0.685 -1.937 -4.230
C 6.228 -1.570 -1.002
C -1.432 -2.527 1.462
C -2.746 4.927 -0.212
C -2.631 -2.676 5.606
C 4.176 3.943 -7.121
C -4.948 4.680 -4.497
C 3.098 1.966 -4.589
C -4.281 5.700 3.221
C -3.804 5.295 -3.694
H -2.552 3.836 3.673
H -4.980 6.491 3.493
H -3.254 6.033 3.074
H -4.121 6.261 -3.283
H -1.739 5.262 -4.222
H 0.781 -6.528 3.377
H -0.245 -1.951 -4.820
H -2.489 -0.864 3.701
H 0.452 0.528 -3.435
H 0.558 -7.310 1.824
H -2.584 0.484 4.405
H -0.416 0.105 -1.900
H 4.605 -3.506 -0.168
H 2.248 2.587 -4.285
H -1.144 -0.165 -3.479
H 2.848 -2.945 -3.170
H -2.070 5.550 0.372
H 5.092 2.328 -5.589
H -4.817 -1.076 6.766
H -4.224 3.141 2.015
H -3.409 3.004 4.960
H -0.390 -1.127 4.784
H -2.336 -2.915 1.943
H 3.458 4.552 -7.674
H 0.660 -0.326 3.740
H -3.741 5.045 0.229
H 0.326 -5.332 -3.757
H 2.395 -4.504 -2.957
H -2.857 3.600 -2.625
H -1.521 -1.443 1.423
H -3.024 -3.241 4.751
H 1.668 -3.592 -5.163
H 4.485 -0.116 0.865
H 6.711 -0.796 -0.392
H -6.252 3.546 3.679
H 2.098 -5.513 0.933
H 1.276 -3.307 0.398
H 2.388 -2.399 -0.439
H 3.280 1.722 -2.448
H 2.195 -4.758 2.427
H -1.213 -4.350 3.199
H -5.057 -1.178 4.959
H -0.821 -6.757 2.844
H 1.115 -3.014 -1.300
H -1.529 -5.066 5.975
H -1.338 -2.948 0.460
H 1.204 -0.983 5.208
H 1.063 -1.647 -0.259
H 5.191 4.348 -7.199
H -6.448 2.139 2.623
H -5.775 4.635 -3.778
H 4.569 0.638 -0.728
H -0.620 -3.853 -3.276
H -4.836 5.216 2.414
H -2.383 3.895 -0.200
H -2.830 5.052 -5.492
H -4.700 3.632 -4.671
H -2.388 -0.885 6.533
H 4.397 0.725 -3.375
H -0.622 -4.438 -4.963
H 7.731 0.211 -2.989
H 6.646 -2.551 -0.743
H -0.266 -5.118 0.892
H -5.241 5.293 -5.342
H -0.131 -4.412 6.793
H 3.116 -0.100 -0.261
H 0.453 -4.079 3.728
H 1.432 -1.290 -4.704
H 8.155 -1.438 -3.542
H 4.201 3.029 -7.731
H -4.534 0.255 5.689
H 2.625 1.676 -6.544
H -4.380 4.201 -1.923
H -3.239 -3.083 6.427
H -4.206 0.741 2.389
H -1.706 -4.172 7.522
H 1.764 0.754 -5.575
H 8.482 -0.876 -1.880
H 4.764 3.190 -4.124
H -5.897 1.900 4.233
H 0.748 -2.017 3.934
H 4.664 -2.519 1.035
H 4.235 -1.770 -1.734
H 2.717 0.255 -3.349
H -2.747 1.427 2.673

These are the Löwdin partial charges, in e, on atoms 1 to 99: number 1, S, carries 0.54; number 2, F, carries 0.15; number 3, F, carries 0.12; number 4, F, carries 0.17; number 5, O, carries -0.22; number 6, O, carries -0.20; number 7, O, carries -0.21; number 8, O, carries -0.20; number 9, O, carries -0.18; number 10, O, carries -0.32; number 11, O, carries -0.19; number 12, O, carries -0.21; number 13, O, carries -0.30; number 14, O, carries -0.34; number 15, N, carries 0.01; number 16, N, carries 0.01; number 17, N, carries 0.27; number 18, N, carries 0.03; number 19, N, carries 0.02; number 20, N, carries 0.26; number 21, N, carries 0.04; number 22, N, carries 0.03; number 23, N, carries 0.05; number 24, C, carries -0.20; number 25, C, carries -0.08; number 26, C, carries -0.04; number 27, C, carries -0.22; number 28, C, carries -0.18; number 29, C, carries -0.21; number 30, C, carries -0.05; number 31, C, carries -0.05; number 32, C, carries -0.40; number 33, C, carries -0.10; number 34, C, carries -0.10; number 35, C, carries -0.07; number 36, C, carries -0.41; number 37, C, carries -0.67; number 38, C, carries -0.42; number 39, C, carries -0.39; number 40, C, carries -0.06; number 41, C, carries -0.05; number 42, C, carries -0.40; number 43, C, carries -0.21; number 44, C, carries -0.20; number 45, C, carries -0.07; number 46, C, carries -0.11; number 47, C, carries -0.21; number 48, C, carries -0.14; number 49, C, carries -0.07; number 50, C, carries -0.43; number 51, C, carries -0.08; number 52, C, carries -0.44; number 53, H, carries 0.13; number 54, H, carries 0.09; number 55, H, carries 0.10; number 56, H, carries 0.13; number 57, H, carries 0.06; number 58, H, carries 0.08; number 59, H, carries 0.13; number 60, H, carries 0.07; number 61, H, carries 0.08; number 62, H, carries 0.08; number 63, H, carries 0.05; number 64, H, carries 0.07; number 65, H, carries 0.09; number 66, H, carries 0.14; number 67, H, carries 0.10; number 68, H, carries 0.08; number 69, H, carries 0.09; number 70, H, carries 0.13; number 71, H, carries 0.08; number 72, H, carries 0.12; number 73, H, carries 0.13; number 74, H, carries 0.07; number 75, H, carries 0.10; number 76, H, carries 0.09; number 77, H, carries 0.06; number 78, H, carries 0.07; number 79, H, carries 0.07; number 80, H, carries 0.09; number 81, H, carries 0.13; number 82, H, carries 0.07; number 83, H, carries 0.13; number 84, H, carries 0.14; number 85, H, carries 0.09; number 86, H, carries 0.13; number 87, H, carries 0.08; number 88, H, carries 0.09; number 89, H, carries 0.07; number 90, H, carries 0.07; number 91, H, carries 0.08; number 92, H, carries 0.08; number 93, H, carries 0.12; number 94, H, carries 0.09; number 95, H, carries 0.08; number 96, H, carries 0.08; number 97, H, carries 0.09; number 98, H, carries 0.09; number 99, H, carries 0.14

(2)
Formula: C2Ag8O6
Source: OMol25
Level of theory: wB97M-V/def2-TZVPD

Calculated values
Highest occupied orbital energy in eV: -14.051
Energy relative to the best compared isomer or geometry (same formula, charge and spin) in kcal/mol: 211.9
Net charge: +4

Atoms and positions in Å:
Ag 0.136 -6.421 3.688
Ag 1.038 4.011 1.530
Ag -2.084 -2.783 5.333
Ag -0.055 -4.913 -3.585
Ag -3.805 1.737 1.842
Ag 4.717 -4.524 -0.546
Ag 3.749 0.235 -3.203
Ag 3.502 -0.694 3.702
O 0.224 -2.544 1.362
O -3.155 5.024 -3.633
O 0.886 -1.756 -0.582
O -1.421 5.798 -2.758
O 0.150 -0.535 0.994
O -2.084 4.012 -1.968
C -2.252 4.961 -2.754
C 0.455 -1.609 0.578

Charges obtained by Löwdin population analysis, quoted in units of e: number 1, Ag, carries 0.61; number 2, Ag, carries 0.71; number 3, Ag, carries 0.50; number 4, Ag, carries 0.86; number 5, Ag, carries 0.77; number 6, Ag, carries 0.49; number 7, Ag, carries 0.70; number 8, Ag, carries 0.60; number 9, O, carries -0.02; number 10, O, carries 0.33; number 11, O, carries -0.06; number 12, O, carries 0.37; number 13, O, carries 0.01; number 14, O, carries 0.22; number 15, C, carries -0.94; number 16, C, carries -1.17